(1)
C4H3Br2N in the gas phase, computed with ωB97M-V with the def2-TZVPD basis set.

HOMO-LUMO gap (alpha / beta)   7.4 / 7.1 eV
Energy relative to the best compared isomer or geometry (same formula, charge and spin)   69.7 kcal/mol
Total energy   -145765.8715 eV
Total charge   0

Last column: natural (NBO) charge in e.
Positions of all 10 atoms, in Å:
C -0.28619 -0.85271 0.12971  -0.140
C 1.08080 -0.68474 -0.27101  -0.401
C -1.27781 0.13046 0.28363  -0.009
C 1.88932 0.23766 0.21324  -0.032
N -1.12833 1.30999 -0.19808  -0.502
Br 3.51657 0.80237 -0.07426  0.221
Br -2.32336 2.62089 -0.07824  0.234
H -0.74463 -1.91244 0.12095  0.215
H 1.61817 -1.55149 -0.78518  0.237
H -2.34456 -0.10000 0.65924  0.177

---

(2)
A molecular structure, C4H3Br2N2O4S3, computed with ωB97M-V with the def2-TZVPD basis set.

HOMO-LUMO gap   8.1 eV
Total energy   -187954.7026 eV
Total charge   -1

Last column: natural (NBO) charge in e.
Positions of all 18 atoms, in Å:
C -1.38236 1.79669 -1.26216  -0.675
C -0.38788 0.73633 -1.88411  -0.031
Br 0.66890 1.34076 -3.46406  0.034
C -0.25669 -0.54606 -1.33578  -0.376
Br 1.04187 -1.82734 -2.15135  0.084
S -1.25652 -1.13325 0.11089  2.108
O -0.92608 -2.58925 0.30790  -0.936
O -2.74028 -1.06399 -0.22953  -0.920
N -0.93411 -0.29636 1.56315  -1.035
S 0.60552 -0.67875 2.19138  2.218
O 0.51806 -1.75313 3.23202  -0.900
O 1.10038 0.58021 2.89837  -0.950
N 1.77638 -1.10740 0.98358  -0.709
C 2.81198 -0.36684 1.23393  0.317
S 4.19817 0.53451 1.05859  0.036
H -1.96360 1.45350 -0.35598  0.274
H -0.74336 2.68430 -0.89990  0.231
H -2.13035 2.23608 -1.99694  0.230

---

(3)
A molecular structure, C4H3Br4Cl, computed with ωB97M-V with the def2-TZVPD basis set.

HOMO-LUMO gap (alpha / beta)   6.5 / 8.1 eV
Energy relative to the best compared isomer or geometry (same formula, charge and spin)   38.4 kcal/mol
Total energy   -296884.7228 eV
Total charge   0

Last column: natural (NBO) charge in e.
Positions of all 12 atoms, in Å:
C -0.08632 0.46583 -0.65125  -0.338
C -0.45410 -0.72394 -0.06129  -0.300
C -4.17129 1.00573 0.63922  -0.321
C -1.50294 -1.55475 -0.67221  -0.236
Cl -4.15105 1.86062 2.13470  0.069
Br -5.47877 -0.42244 0.49325  0.109
Br -2.02702 -3.13426 0.05494  0.162
Br -4.12283 2.17921 -0.81852  0.139
Br -2.78981 -0.81446 -1.89846  0.086
H 0.79624 1.06505 -0.43705  0.206
H -0.74161 0.92638 -1.40539  0.202
H 0.01337 -1.10571 0.76060  0.222

---

(4)
C4H3BrO in the gas phase, computed with ωB97M-V with the def2-TZVPD basis set.

HOMO-LUMO gap   7.9 eV
SMILES   C=CC1=C(Br)O1
Energy relative to the best compared isomer or geometry (same formula, charge and spin)   85.4 kcal/mol
Total energy   -76281.1997 eV
Total charge   0

Last column: natural (NBO) charge in e.
Positions of all 9 atoms, in Å:
C -0.32244 1.64181 0.04638  -0.321
C -0.70908 0.48725 -0.51321  -0.257
C -0.06462 -0.69058 -0.12686  0.167
C 0.81459 -1.47901 0.37445  0.180
Br 2.33481 -2.26898 1.14043  0.146
O -0.02150 -2.19685 -0.45858  -0.525
H 0.48757 1.70147 0.61803  0.188
H -0.93462 2.46617 -0.07508  0.197
H -1.58472 0.33872 -1.00556  0.225

---

(5)
C4H3BrO2S2 in the gas phase, computed with ωB97M-V with the def2-TZVPD basis set.

HOMO-LUMO gap   8.6 eV
SMILES   O=S(=O)(Br)c1cccs1
Total energy   -100001.9085 eV
Total charge   0

Last column: natural (NBO) charge in e.
Positions of all 12 atoms, in Å:
O -1.14003 1.24988 -4.37999  -0.881
S 0.08053 0.52470 -4.16223  1.959
O 1.27626 0.99648 -4.71461  -0.882
Br -0.25859 -1.55370 -4.66103  -0.106
C 0.34057 0.37938 -1.92861  -0.329
C -0.56521 -0.09022 -1.03953  -0.316
C 0.02504 0.07551 0.25143  -0.240
C 1.33307 0.42022 0.24604  -0.440
S 1.90045 0.70813 -1.33199  0.500
H -1.60800 -0.32660 -1.28455  0.254
H -0.59928 -0.02835 1.08377  0.225
H 1.84116 0.66160 1.20910  0.257

---

(6)
A molecular structure, C4H3Cl2FO15V, computed with ωB97M-V with the def2-TZVPD basis set.

HOMO-LUMO gap (alpha / beta)   5.7 / 7.6 eV
2S+1   4
Energy relative to the best compared isomer or geometry (same formula, charge and spin)   0.0 kcal/mol
Total energy   -88345.8895 eV
Total charge   -2

Last column: Löwdin spin population.
Positions of all 26 atoms, in Å:
O 0.48524 -0.49342 -0.18951  -0.134
V -0.83638 -1.28125 -0.62545  2.020
C -2.55777 -2.32714 1.03648  0.007
O -1.35984 -2.19613 1.37049  0.081
O -3.63687 -2.00045 1.64519  0.538
O -2.79779 -2.22210 -0.23266  0.405
Cl -2.57409 1.32660 -1.18439  0.004
O -2.59610 2.67890 -1.67211  0.002
O -3.90494 0.77758 -1.15326  0.000
O -1.74733 0.48060 -2.05592  0.013
O -1.99567 1.30003 0.13881  0.016
Cl 0.25993 -3.71402 -2.17114  0.006
O 0.51724 -3.54537 -0.76443  0.019
O -0.36712 -2.46363 -2.63072  0.017
O 1.46362 -3.95235 -2.91674  0.003
O -0.69900 -4.77620 -2.35394  0.003
C 1.77804 2.59438 2.19122  0.000
C 3.12163 2.09013 1.68084  0.000
O 2.83760 1.55337 0.43169  0.000
C 1.65711 2.13237 -0.02278  -0.001
O 1.23077 1.99489 -1.10288  -0.001
O 1.05295 2.80704 0.98953  0.000
F 3.59494 1.11674 2.52145  0.000
H 1.94143 3.46859 2.81601  0.000
H 1.26214 1.77078 2.68665  0.000
H 3.87029 2.88007 1.56756  0.000

---

(7)
C4H3Cl2N in the gas phase, computed with ωB97M-V with the def2-TZVPD basis set.

HOMO-LUMO gap (alpha / beta)   5.5 / 8.2 eV
2S+1   3
Energy relative to the best compared isomer or geometry (same formula, charge and spin)   0.0 kcal/mol
Total energy   -30727.2768 eV
Total charge   0

Last column: Löwdin spin population.
Positions of all 10 atoms, in Å:
C 0.62870 -1.15196 0.01275  0.015
C -0.12076 0.00906 -0.00636  0.389
C 1.97875 -0.85064 0.00898  0.392
C 1.99336 0.76998 -0.00168  0.611
N 0.69416 1.09322 -0.01568  0.289
Cl 3.38025 -1.80202 -0.00554  0.110
Cl 3.29459 1.84684 0.00406  0.167
H 0.21840 -2.14279 0.04318  -0.008
H -1.18512 0.12461 -0.04478  0.025
H 0.35104 2.04092 0.00163  0.009

---

(8)
C4H3Cl2N3O2 in the gas phase, computed with ωB97M-V with the def2-TZVPD basis set.

HOMO-LUMO gap (alpha / beta)   8.3 / 8.3 eV
Energy relative to the best compared isomer or geometry (same formula, charge and spin)   83.7 kcal/mol
Total energy   -37799.8984 eV
Total charge   0

Last column: natural (NBO) charge in e.
Positions of all 14 atoms, in Å:
C 0.27141 1.60828 0.04477  0.258
C -1.86426 0.70854 -0.11489  0.350
C -0.59755 -1.05942 0.61997  -0.155
C 0.58674 -0.65166 -0.22207  -0.148
N 1.04169 0.65223 0.14961  -0.358
N -1.07961 1.65105 -0.26787  -0.481
N -1.49020 -1.91411 -0.01728  0.464
O -2.27013 -2.45927 0.71888  -0.410
O -1.39622 -2.20893 -1.17598  -0.418
Cl -3.45861 0.17436 0.03593  0.194
Cl 1.84988 -1.82390 0.05169  -0.017
H 0.75726 2.53157 0.29343  0.197
H -0.74356 -0.99789 1.75857  0.278
H 0.38187 -0.64247 -1.23235  0.247